Version one
The following is a quantum chemistry calculation of a single CH5FN2 molecule, from the OMol25 dataset.

Output
- SMILES string = CN(N)F
- highest occupied orbital energy (eV) = -10.4

Cartesian coordinates (Å):
F (-0.5270, -0.5181, -1.6035)
N (0.5462, -0.0014, -0.5519)
N (0.7667, -1.0475, 0.2720)
C (-0.4111, 1.0453, 0.2926)
H (-0.6526, 0.4866, 1.1166)
H (0.2119, 1.8834, 0.5613)
H (1.3346, -1.6534, -0.2164)
H (-0.0810, -1.4854, 0.5789)
H (-1.1877, 1.2905, -0.4495)

---

Version two
The following is a quantum chemistry calculation of 2 unconnected molecules or ions with the total composition CH5FN2, from the OMol25 dataset.

Output
- highest occupied orbital energy (alpha / beta) (eV) = -9.3 / -9.3

Cartesian coordinates (Å):
F (-1.1797, -1.5204, -0.5473)
N (-0.1585, -0.3163, 0.4437)
N (-0.8988, 0.6941, 0.6345)
C (1.0690, -0.2401, -0.3626)
H (1.4617, -1.1940, -0.1542)
H (-1.6854, 0.5554, 1.2943)
H (-0.8329, 1.5686, 0.1240)
H (0.7619, -0.1696, -1.5170)
H (1.4627, 0.6222, 0.0846)

---

Tell me which of them is the most stable. Sure, it is version one.

---

Version one
The following is a quantum chemistry calculation of 2 unconnected molecules or ions with the total composition CH4FOPS, from the OMol25 dataset.

Output
- highest occupied orbital energy (alpha / beta) (eV) = -9.6 / -9.6

Cartesian coordinates (Å):
S (-2.8460, -0.9244, -0.4698)
P (-1.3071, -0.0286, 0.2697)
F (-1.4126, 0.1156, 1.8795)
O (-1.1805, 2.6125, -0.3157)
C (0.3679, -0.7295, 0.1354)
H (1.0775, -0.0784, 0.6441)
H (0.6362, -0.8343, -0.9116)
H (-2.0588, 2.7434, -0.6729)
H (0.3403, -1.7090, 0.6179)

---

Version two
The following is a quantum chemistry calculation of 2 unconnected molecules or ions with the total composition CH4FOPS, from the OMol25 dataset.

Output
- highest occupied orbital energy (alpha / beta) (eV) = -8.6 / -7.8

Cartesian coordinates (Å):
S (-0.4220, -0.4425, 0.4773)
P (-3.1951, -1.4698, 1.1720)
F (-3.9926, -0.3492, 0.3014)
O (-3.1549, -0.7354, 2.5574)
C (0.9600, -0.1626, -0.7477)
H (1.7086, 0.3326, -0.1295)
H (1.3313, -1.0897, -1.1536)
H (-2.9678, 0.2061, 2.5814)
H (0.6076, 0.5217, -1.5121)

---

Tell me which of them is the most stable. Sure, it is version two.

---

Version one
The following is a quantum chemistry calculation of a molecular structure, C5H7BF6N6O4PdS2, from the OMol25 dataset.

Output
- highest occupied orbital energy (eV) = -10.1

Cartesian coordinates (Å):
Pd (0.0673, 0.3797, 0.6486)
S (0.9693, -1.9758, 2.7301)
S (2.5548, -1.0780, 0.6852)
F (4.7168, -0.0998, -0.3057)
F (1.9719, 0.0355, 4.0581)
F (2.5195, -1.9163, 4.8221)
F (0.5227, -1.1455, 5.1535)
F (4.9095, -2.1327, 0.4199)
F (4.8421, -0.4829, 1.8224)
O (0.4536, -3.2481, 3.0748)
O (2.1189, 0.3140, 0.9667)
O (0.0076, -0.9743, 2.2313)
O (2.1864, -1.5868, -0.5968)
N (-1.8550, 0.4675, 0.4375)
N (0.1340, 2.0143, -0.4646)
N (-2.6818, 3.9027, -0.5566)
N (-0.3772, 4.4056, -0.6162)
N (-1.9227, 6.0685, -0.7385)
N (2.2702, -2.0679, 1.8637)
C (-0.1237, 3.1438, -0.5230)
C (-2.9952, 0.6419, 0.4186)
C (1.5353, -1.1959, 4.3014)
C (-1.6667, 4.7595, -0.6366)
C (4.3894, -0.9411, 0.6629)
B (-4.5267, 1.0179, 0.4100)
H (-2.8571, 6.4302, -0.7773)
H (-3.6425, 4.1984, -0.5254)
H (-5.1443, 0.1013, -0.0700)
H (-4.6092, 2.0205, -0.2820)
H (-2.5278, 2.9101, -0.4575)
H (-1.1427, 6.6975, -0.8050)
H (-4.8219, 1.2346, 1.5608)

---

Version two
The following is a quantum chemistry calculation of a molecular structure, C5H7BF6N6O4PdS2, from the OMol25 dataset.

Output
- highest occupied orbital energy (eV) = -9.5

Cartesian coordinates (Å):
Pd (-0.5698, 0.2477, 0.3001)
S (-3.2437, -0.6510, -1.2721)
S (-1.0954, 0.4048, -2.4465)
F (-5.0899, 0.2900, 0.3099)
F (-1.5594, 1.7720, -4.6567)
F (0.5225, 1.3478, -4.2186)
F (-4.8024, 1.4457, -1.4985)
F (-3.3623, 1.5808, 0.1157)
F (-0.7801, -0.2324, -4.9260)
O (-0.1681, -0.6659, -2.1991)
O (-2.2361, -0.9657, -0.2417)
O (-4.2093, -1.6484, -1.5553)
O (-0.9115, 1.5256, -1.5093)
N (1.8010, -2.3856, 2.8338)
N (0.1562, -1.1131, 1.5367)
N (-2.5865, -0.0527, -2.5718)
N (3.7634, -3.5231, 2.9100)
N (0.5895, 1.5328, 1.1367)
N (3.1237, -2.6069, 0.8934)
C (2.8783, -2.8228, 2.1914)
C (0.9411, 2.5672, 1.5182)
C (-0.7122, 0.8645, -4.1934)
C (-4.1898, 0.7677, -0.5392)
C (0.9433, -1.7106, 2.1330)
B (1.4636, 3.9332, 2.0898)
H (4.6559, -3.7975, 2.5437)
H (3.9235, -3.0064, 0.4363)
H (2.2484, 3.6406, 2.9623)
H (3.5911, -3.6110, 3.8963)
H (2.4525, -2.1233, 0.3188)
H (0.4860, 4.4838, 2.5381)
H (1.9764, 4.5122, 1.1639)

---

Tell me which of them is the most stable. Sure, it is version one.